1.
Here is a structure of composition C25H28As2ClMoN3O6 from the Open Molecules 2025 dataset. Energies are from ωB97M-V with the def2-TZVPD basis set.

Calculated values
**LUMO level**: -0.036 Ha
**Kohn-Sham gap**: 6.60 eV
**HOMO level**: -7.579 eV
**DFT total energy**: -179187.8548 eV

Each line ends with the Löwdin charge.
CARTESIAN COORDINATES (ANGSTROEM)
Mo: 0.822 0.498 0.049  1.14
C: -2.937 0.456 2.393  -0.06
O: -2.328 0.675 3.657  -0.06
C: -0.986 0.616 3.868  -0.20
C: -0.621 0.936 5.166  0.01
C: 0.697 0.897 5.601  -0.07
C: 1.681 0.522 4.719  -0.04
C: 1.355 0.233 3.389  -0.14
C: 2.407 -0.275 2.548  -0.03
N: 2.323 -0.363 1.271  -0.12
N: 3.286 -1.131 0.624  0.11
C: 2.800 -1.495 -0.517  -0.46
O: 1.603 -1.142 -0.932  -0.36
C: 3.591 -2.366 -1.414  -0.15
C: 4.724 -3.026 -0.947  -0.03
C: 5.456 -3.832 -1.804  -0.08
C: 5.064 -3.980 -3.128  -0.09
C: 3.938 -3.318 -3.596  -0.08
C: 3.201 -2.514 -2.741  -0.02
C: 0.015 0.283 2.926  -0.25
O: -0.306 0.004 1.664  -0.32
H: -3.995 0.658 2.553  0.10
H: -2.545 1.126 1.634  0.06
H: -2.822 -0.580 2.072  0.07
H: -1.419 1.223 5.838  0.13
H: 0.938 1.154 6.623  0.11
H: 2.716 0.455 5.031  0.11
H: 3.298 -0.686 3.017  0.14
H: 5.019 -2.897 0.085  0.11
H: 6.335 -4.346 -1.439  0.10
H: 5.640 -4.608 -3.796  0.10
H: 3.637 -3.424 -4.631  0.10
H: 2.330 -1.979 -3.093  0.10
C: -1.554 -2.448 0.188  -0.24
As: -1.119 -0.906 -0.887  1.14
C: -0.844 -1.713 -2.629  -0.24
C: -2.729 0.163 -1.036  -0.40
C: -4.008 -0.362 -0.904  -0.10
C: -5.108 0.484 -0.954  -0.07
C: -4.929 1.848 -1.144  -0.07
C: -3.652 2.372 -1.292  -0.08
C: -2.548 1.533 -1.237  -0.40
As: -0.700 2.098 -1.413  1.05
C: -0.471 1.966 -3.340  -0.27
C: -0.642 4.017 -1.203  -0.25
H: -2.408 -2.985 -0.221  0.04
H: -1.740 -2.133 1.210  0.01
H: -0.674 -3.090 0.165  0.04
H: -1.800 -1.884 -3.122  0.04
H: -0.321 -2.656 -2.481  0.03
H: -0.215 -1.064 -3.230  0.01
H: -4.154 -1.423 -0.740  0.10
H: -6.104 0.080 -0.835  0.11
H: -5.787 2.506 -1.170  0.11
H: -3.519 3.438 -1.434  0.11
H: -1.104 2.705 -3.828  0.03
H: -0.750 0.975 -3.690  0.01
H: 0.577 2.150 -3.567  0.01
H: -1.007 4.496 -2.109  0.03
H: 0.403 4.280 -1.045  0.04
H: -1.227 4.314 -0.338  0.03
Cl: 2.406 1.659 -1.393  0.00
O: -1.004 2.799 1.457  -0.05
N: 0.174 2.972 1.775  -0.52
O: 0.545 3.743 2.625  0.09
O: 1.095 2.295 1.135  -0.29

2.
Here is a structure of composition C25H18ClFeN3O9 from the Open Molecules 2025 dataset. Energies are from ωB97M-V with the def2-TZVPD basis set.

Calculated values
**Spin multiplicity**: 6
**LUMO level (alpha / beta)**: 0.073 / 0.067 Ha
**Expectation value of S²**: 8.759
**Kohn-Sham gap (alpha / beta)**: 7.37 / 7.35 eV
**HOMO level (alpha / beta)**: -5.373 / -5.530 eV
**DFT total energy**: -96023.0635 eV
**Total charge**: -1

Each line ends with the Löwdin charge.
CARTESIAN COORDINATES (ANGSTROEM)
Fe: -0.069 -0.366 -0.339  1.08
C: 0.320 -1.830 3.642  -0.06
O: -1.017 -2.317 3.706  -0.09
C: -1.537 -2.883 2.566  -0.22
C: -2.117 -4.129 2.702  -0.01
C: -2.740 -4.759 1.631  -0.10
C: -2.775 -4.118 0.413  -0.06
C: -2.177 -2.865 0.239  -0.13
C: -2.388 -2.175 -1.022  -0.05
N: -1.744 -1.124 -1.334  -0.06
N: -2.162 -0.385 -2.424  0.10
C: -1.670 0.811 -2.294  -0.42
O: -0.915 1.184 -1.304  -0.16
C: -2.017 1.822 -3.329  -0.14
C: -3.157 1.669 -4.115  -0.04
C: -3.476 2.621 -5.070  -0.10
C: -2.653 3.726 -5.252  -0.11
C: -1.511 3.871 -4.478  -0.08
C: -1.191 2.926 -3.514  -0.01
C: -1.537 -2.213 1.319  -0.25
O: -1.003 -1.013 1.219  -0.14
H: 0.681 -1.800 4.670  0.09
H: 0.358 -0.836 3.203  0.07
H: 0.949 -2.508 3.058  0.10
H: -2.069 -4.594 3.679  0.11
H: -3.191 -5.735 1.756  0.09
H: -3.273 -4.576 -0.434  0.11
H: -3.189 -2.518 -1.674  0.13
H: -3.781 0.799 -3.964  0.10
H: -4.366 2.502 -5.675  0.09
H: -2.900 4.468 -6.001  0.09
H: -0.855 4.720 -4.629  0.10
H: -0.283 3.015 -2.932  0.09
O: 3.553 1.208 -1.187  -0.45
Cl: 2.133 1.468 -1.453  0.82
O: 2.018 2.507 -2.485  -0.47
O: 0.016 1.764 1.035  0.01
O: 1.546 0.179 -2.018  -0.48
O: 2.599 -3.422 -0.121  0.07
C: 1.971 -2.382 -0.067  -0.56
O: 0.856 -2.104 -0.643  -0.08
C: 2.508 -1.242 0.798  -0.16
C: 3.758 -1.298 1.450  0.03
C: 4.161 -0.224 2.187  0.02
C: 3.327 0.917 2.301  -0.14
C: 3.674 2.105 2.988  -0.03
C: 2.818 3.170 2.981  -0.07
C: 1.568 3.111 2.321  0.01
C: 1.208 1.969 1.671  -0.25
C: 2.092 0.864 1.643  -0.17
N: 1.719 -0.205 0.903  0.09
H: 4.358 -2.187 1.324  0.12
H: 5.126 -0.220 2.679  0.12
H: 4.628 2.165 3.496  0.11
H: 3.093 4.084 3.491  0.10
H: 0.900 3.963 2.334  0.12
H: -0.172 2.425 0.353  0.12

3.
Here is an isolated molecule of CH4IOP from the Open Molecules 2025 dataset. Energies are from ωB97M-V with the def2-TZVPD basis set.

Calculated values
**Relative energy (zero: lowest compared OMol25 entry of this formula, charge and spin)**: 18.9 kJ/mol
**LUMO level**: -0.009 Ha
**Kohn-Sham gap**: 8.97 eV
**HOMO level**: -9.214 eV
**DFT total energy**: -20538.4806 eV
**SMILES**: COPI

Each line ends with the Löwdin charge.
CARTESIAN COORDINATES (ANGSTROEM)
C: -1.081 0.584 -0.169  -0.19
O: -0.346 -0.492 0.462  -0.65
P: 0.903 -1.226 -0.393  0.54
I: 2.837 0.463 -0.005  0.15
H: -0.478 1.428 0.227  0.06
H: -2.125 0.527 0.377  0.12
H: -1.123 0.549 -1.306  0.09
H: 1.414 -1.832 0.806  -0.13

4.
Here is a structure of composition C26H43Cl2N4O6PS2SeSn from the Open Molecules 2025 dataset. Energies are from ωB97M-V with the def2-TZVPD basis set.

Calculated values
**Relative energy (zero: lowest compared OMol25 entry of this formula, charge and spin)**: 0.0 kJ/mol
**LUMO level**: 0.137 Ha
**Kohn-Sham gap**: 5.83 eV
**HOMO level**: -2.109 eV
**DFT total energy**: -173092.4155 eV
**Total charge**: -2

Each line ends with the Löwdin charge.
CARTESIAN COORDINATES (ANGSTROEM)
Sn: 0.246 0.223 0.069  0.99
O: 0.562 -4.364 1.860  0.11
C: -0.417 -3.464 2.030  -0.49
O: -1.449 -3.481 1.413  0.13
C: -0.081 -2.454 3.112  -0.11
O: -0.571 -1.163 2.822  -0.24
C: -1.985 -1.001 2.776  -0.12
C: -2.572 -0.714 1.393  -0.64
O: -3.794 -0.733 1.318  0.03
O: -1.788 -0.392 0.426  -0.25
H: 0.375 -4.839 1.025  0.12
H: 0.998 -2.374 3.238  0.10
H: -0.487 -2.822 4.063  0.14
H: -2.490 -1.878 3.179  0.13
H: -2.229 -0.134 3.396  0.11
Cl: 1.226 3.710 -0.319  0.54
C: 1.841 5.126 0.518  -1.02
Cl: 3.613 5.103 0.710  0.46
H: 1.407 5.151 1.510  -0.02
H: 1.595 6.011 -0.057  0.02
S: -1.063 2.754 3.042  0.53
C: 0.459 2.294 3.507  -1.20
N: 0.900 1.064 3.727  -0.04
C: 2.333 0.863 3.888  -0.23
C: 2.903 2.196 4.370  -0.42
S: 1.754 3.462 3.762  0.87
H: 0.316 0.266 3.470  0.09
H: 2.768 0.563 2.931  0.12
H: 2.527 0.084 4.624  0.00
H: 3.898 2.376 3.970  0.07
H: 2.940 2.238 5.458  0.07
Se: 2.987 -2.273 5.755  0.43
C: 3.464 -3.893 6.585  -0.79
C: 4.218 -3.946 7.769  -0.16
C: 4.539 -5.162 8.341  -0.21
N: 4.184 -6.354 7.851  0.00
C: 3.468 -6.307 6.722  -0.20
C: 3.094 -5.146 6.072  -0.15
H: 4.546 -3.025 8.234  0.08
H: 5.123 -5.184 9.259  0.08
H: 3.172 -7.268 6.310  0.09
H: 2.516 -5.200 5.158  0.08
C: 1.504 1.529 -4.043  -0.10
C: 0.195 0.814 -4.416  -0.59
C: 0.544 -0.682 -4.429  -0.10
C: -0.215 1.230 -5.833  -0.09
P: -1.062 1.128 -3.020  0.84
N: -0.348 1.117 -1.657  -0.42
C: -1.803 2.862 -3.287  -0.59
C: -2.431 3.296 -1.952  -0.10
C: -2.835 3.017 -4.409  -0.09
C: -0.675 3.871 -3.550  -0.12
C: -2.474 -0.124 -3.213  -0.58
C: -2.043 -1.481 -2.630  -0.09
C: -2.973 -0.354 -4.645  -0.09
C: -3.657 0.315 -2.333  -0.09
H: 2.291 1.181 -4.721  0.08
H: 1.787 1.288 -3.020  0.07
H: 1.445 2.611 -4.133  0.05
H: 1.424 -0.825 -5.065  0.08
H: -0.255 -1.297 -4.837  0.06
H: 0.788 -1.039 -3.427  0.06
H: 0.578 0.929 -6.527  0.08
H: -0.335 2.308 -5.932  0.05
H: -1.136 0.754 -6.163  0.06
H: -3.314 2.723 -1.685  0.06
H: -2.722 4.349 -2.033  0.08
H: -1.709 3.189 -1.143  0.05
H: -3.746 2.454 -4.221  0.06
H: -2.443 2.720 -5.383  0.06
H: -3.114 4.075 -4.477  0.08
H: 0.117 3.777 -2.808  0.02
H: -1.095 4.879 -3.468  0.08
H: -0.245 3.779 -4.546  0.05
H: -1.213 -1.946 -3.151  0.05
H: -2.902 -2.156 -2.703  0.09
H: -1.792 -1.390 -1.577  0.05
H: -2.232 -0.862 -5.262  0.06
H: -3.277 0.560 -5.155  0.05
H: -3.850 -1.009 -4.593  0.08
H: -3.338 0.502 -1.308  0.07
H: -4.370 -0.514 -2.295  0.09
H: -4.187 1.182 -2.726  0.05
O: 0.618 -4.047 -1.463  0.00
C: 0.683 -2.883 -1.170  -0.56
N: 0.772 -1.742 -0.876  -0.04